Here is the molecule C10H18N2O3 at a distorted geometry from the Open Molecules 2025 dataset. Energies are from ωB97M-V/def2-TZVPD.

```
33
Properties=species:S:1:pos:R:3:forces:R:3:nbo_charge:R:1
C 0.648828 1.605423 -0.570437 -0.703 -6.964 4.198 -0.15
C -0.142112 0.275639 -0.950194 0.137 -0.178 -0.129 0.74
C 1.298546 2.115037 -1.644083 6.374 4.821 -5.438 -0.23
C 2.066461 1.076034 -2.665553 -0.304 -0.406 2.858 -0.64
C 0.498743 2.960370 -2.653426 -2.519 -1.055 -0.990 -0.64
C -0.916113 -0.318762 1.449850 -2.367 1.828 3.183 -0.21
C 0.134100 -1.009672 2.120547 8.016 -5.112 -0.244 0.82
C -2.173374 -1.121870 1.743965 -1.426 -3.476 -0.394 -0.37
C -2.269004 -2.321548 0.551594 -2.244 4.867 -0.698 -0.41
C -1.510383 -1.516200 -0.630088 0.746 -1.464 1.157 -0.25
H 2.255528 2.035963 0.620907 -1.258 -1.716 0.415 0.36
H 2.323658 0.346436 0.483335 -2.592 2.148 -0.342 0.39
H -0.066978 2.214341 -0.132435 -1.230 1.485 0.904 0.22
H 2.171057 2.868939 -1.222563 -1.879 -1.653 -0.802 0.18
H 2.432874 1.592113 -3.567581 0.494 -0.135 0.854 0.22
H 2.789322 0.437878 -1.986475 -0.874 1.289 -1.902 0.20
H 1.228261 0.424385 -2.961737 1.183 0.286 -0.198 0.26
H 1.228044 3.720302 -3.125789 -1.569 -1.570 0.097 0.23
H -0.541087 3.495617 -2.391918 2.544 -0.923 0.164 0.21
H 0.095174 1.983249 -3.251400 0.756 3.112 0.006 0.23
H -1.106045 0.654341 1.977488 0.521 -0.456 -0.683 0.26
H -3.016928 -0.464399 1.738412 -0.599 0.273 -0.295 0.22
H -2.210142 -1.689333 2.700404 0.365 0.806 -0.386 0.23
H -3.418779 -2.525157 0.308300 2.702 0.250 0.585 0.22
H -1.764309 -3.134199 0.983932 0.665 -1.290 -0.150 0.21
H -1.948187 -1.170021 -1.613161 -0.697 -0.412 1.759 0.25
H -0.622104 -2.060478 -1.088859 -1.120 0.101 1.183 0.23
H 0.978088 -1.683765 3.793030 -2.457 2.405 -0.857 0.51
N 1.591401 1.183114 0.624533 2.288 0.761 -1.085 -0.87
N -0.909322 -0.286341 0.093464 0.453 -1.242 -7.519 -0.44
O -0.152876 -0.270575 -2.100361 -0.486 2.183 3.718 -0.64
O 1.017415 -1.731557 1.413249 -4.819 3.706 4.509 -0.63
O 0.210942 -0.971659 3.586746 1.898 -2.270 -3.478 -0.70
```
Positions in Å, forces in eV/Å.

Computed properties:
SMILES string: CC(C)[C@H](N)C(=O)N1CCC[C@H]1C(=O)O
HOMO level: -9.21 eV
Lowest unoccupied orbital energy: 0.58 eV
Kohn-Sham gap: 9.79 eV
E: -19779.4974 eV

Here is a cluster of 2 separate species, C10H18N2OSi in total at a distorted geometry from the Open Molecules 2025 dataset. Energies are from ωB97M-V/def2-TZVPD.

```
32
Properties=species:S:1:pos:R:3:forces:R:3:nbo_charge:R:1
C -0.187892 2.222459 0.144613 -2.149 0.750 0.708 -0.16
C -1.340138 2.260730 0.554503 2.968 -0.272 -0.962 0.11
C -0.490645 -1.135813 -0.412063 0.513 0.592 0.574 -0.24
C 1.142454 2.432233 -0.402600 -0.060 -0.561 -0.631 0.52
C -2.640346 2.236457 1.131786 -2.195 1.225 -0.121 -0.71
C 1.808507 3.735334 -0.001815 0.607 1.058 0.157 -0.71
C -0.456502 0.116433 -3.564439 0.201 -1.292 -1.671 -0.44
C 0.816453 0.095288 2.513143 -0.903 -0.836 -0.533 -1.08
C 1.152603 -2.891866 1.391849 -3.078 0.070 -3.240 -1.07
C -1.630746 -1.591508 2.227565 -2.539 1.942 -0.278 -1.14
N -0.760090 -0.484726 -1.365859 0.601 -1.117 0.721 0.01
N -1.196807 0.096253 -2.334296 -1.384 1.067 -0.505 -0.33
O 1.630993 1.569895 -1.111406 0.205 0.781 0.386 -0.51
Si 0.032186 -1.301563 1.393183 -0.064 0.224 0.661 1.54
H -3.316365 3.026874 0.638756 1.106 -0.846 0.855 0.25
H -3.192392 1.316759 0.951591 0.275 -0.311 0.073 0.25
H -2.585394 2.427287 2.218376 -0.128 -0.029 -0.479 0.25
H 2.569149 4.150583 -0.731340 -0.928 -0.892 0.650 0.24
H 2.346468 3.528215 0.952115 -0.290 0.144 -0.531 0.25
H 1.070122 4.550468 0.222975 0.525 -0.923 -0.243 0.23
H -0.638972 1.088301 -4.110762 0.836 -0.770 0.989 0.21
H 0.615430 -0.209649 -3.346090 -1.139 0.884 -0.812 0.21
H -0.932720 -0.629885 -4.339192 0.893 0.886 1.533 0.19
H 0.700498 -0.227758 3.588963 -0.322 0.550 -1.098 0.24
H 1.864350 0.061630 2.335972 1.099 0.376 -0.213 0.22
H 0.397676 1.092465 2.236534 0.331 -0.864 0.717 0.25
H 1.257383 -3.421332 2.285115 0.360 -0.586 1.523 0.23
H 0.624458 -3.623369 0.614693 0.909 1.396 1.654 0.24
H 2.067572 -2.660442 0.898143 0.995 0.210 -0.039 0.24
H -1.379965 -2.201360 3.057522 -0.229 -1.324 0.688 0.23
H -2.379973 -0.808627 2.729947 2.328 -0.725 -1.074 0.24
H -2.365191 -1.983048 1.495001 0.659 -0.809 0.539 0.25
```
Positions in Å, forces in eV/Å.

Computed properties:
HOMO level: -7.68 eV
Lowest unoccupied orbital energy: 0.50 eV
Kohn-Sham gap: 8.18 eV
E: -23562.2914 eV

Here is the molecule C10H18N2Si at a distorted geometry from the Open Molecules 2025 dataset. Energies are from ωB97M-V/def2-TZVPD.

```
31
Properties=species:S:1:pos:R:3:forces:R:3:nbo_charge:R:1
C -2.985218 -2.099407 0.600733 -0.060 3.141 -3.011 -0.24
C -1.643201 -1.345474 0.514458 -1.619 -2.364 2.267 0.14
C -4.028930 -1.456049 0.053572 0.931 -1.195 1.181 -0.02
C -4.196962 0.947291 -0.595016 0.148 -0.495 -0.149 0.31
C 2.352257 -1.248700 0.709350 -0.342 -3.859 -1.369 -0.60
C 2.794582 -1.016464 -1.793826 0.945 2.822 1.802 -0.60
C -0.999300 2.426576 0.470574 -0.550 -1.901 -0.565 -0.60
C 1.520631 2.421977 0.575244 -0.856 -1.941 0.375 -0.60
C 1.764328 -1.209476 -0.717748 -1.835 1.762 1.070 -0.58
C 0.271271 1.487743 0.522780 -0.251 1.331 0.306 -0.68
N -1.102514 -0.959757 -0.525445 -0.016 0.601 -0.077 -0.78
N -4.026333 -0.195089 -0.396835 0.401 2.821 -0.685 -0.54
Si 0.286316 0.121712 -0.756845 0.419 -2.195 0.413 1.52
H -3.209924 -3.043086 0.952159 0.271 -1.872 1.075 0.22
H -1.344573 -1.316373 1.580480 0.964 0.876 -0.173 0.13
H -5.027857 -1.754875 0.070773 -1.355 -1.389 0.202 0.21
H 2.959349 -0.428697 0.918377 1.422 1.125 0.356 0.20
H 1.556820 -1.271328 1.433241 -0.349 -0.112 0.502 0.20
H 2.881231 -2.318012 0.749237 -0.532 2.500 0.445 0.20
H 2.496348 -1.477393 -2.644273 -0.910 -1.193 -2.896 0.21
H 3.671917 -1.516174 -1.454474 1.144 -0.256 0.040 0.20
H 3.058988 0.089847 -2.039043 -0.429 -1.823 0.537 0.20
H -1.900897 1.980675 0.969068 0.792 0.203 -0.687 0.22
H -0.826367 3.347100 0.955922 0.487 1.034 0.763 0.21
H -1.246323 2.682121 -0.565513 -0.171 -0.150 0.123 0.21
H 2.450845 1.939450 0.628552 1.360 -1.365 -0.643 0.20
H 1.631584 2.954880 1.461947 -0.797 1.226 1.889 0.21
H 1.573764 3.128053 -0.186921 -0.208 1.064 -1.653 0.21
H 1.199770 -2.149501 -0.832086 0.272 0.267 -0.296 0.22
H 0.161615 0.888177 1.440434 0.425 0.281 0.103 0.23
H -0.093210 0.390251 -2.098879 0.299 1.056 -1.245 -0.20
```
Positions in Å, forces in eV/Å.

Computed properties:
HOMO level: -8.87 eV
Lowest unoccupied orbital energy: 0.45 eV
Kohn-Sham gap: 9.32 eV
E: -21516.2723 eV

Here is a cluster of 2 separate species, C10H18N3O in total at a distorted geometry from the Open Molecules 2025 dataset. Energies are from ωB97M-V/def2-TZVPD.

```
32
Properties=species:S:1:pos:R:3:forces:R:3:nbo_charge:R:1
C -0.036114 -1.392076 1.294435 0.031 -1.023 1.508 -0.22
C -0.128822 -2.923705 1.076703 0.788 0.816 0.613 -0.62
C -2.030913 -0.035958 1.888131 -1.061 -0.892 -0.112 0.73
N -1.136457 -1.023179 2.228162 -0.246 0.824 -0.591 -0.71
N -3.195645 -0.428072 1.356308 0.921 0.520 -0.063 -0.72
N -1.823672 1.233299 2.125046 0.106 0.159 -0.025 -0.71
H 0.891850 -1.183562 1.843024 -0.013 0.052 -0.425 0.21
H -0.034294 -0.739964 0.429503 -0.307 -0.151 -0.147 0.24
H 0.454276 -3.221375 0.207599 -0.280 -0.249 -0.063 0.23
H -1.153643 -3.279572 1.116409 -0.110 0.047 -0.661 0.21
H -1.126831 -1.293337 3.194803 0.316 0.005 0.159 0.43
H -3.235894 -1.383417 1.073027 -0.139 -0.556 0.031 0.43
H -3.810679 0.207372 0.879019 -0.197 0.200 0.027 0.41
H -0.923695 1.531789 2.448407 0.224 0.096 0.188 0.44
H -2.520335 1.926056 1.910922 -0.004 0.219 -0.033 0.42
H 0.332211 -3.366025 1.968670 0.057 -0.145 -0.283 0.22
C -1.074076 0.138610 -1.770448 0.198 0.724 -0.555 -0.65
C 0.657403 1.811008 -0.977457 -1.043 -1.089 -0.458 -0.19
C 0.356455 0.525094 -1.467451 0.574 0.999 -0.936 -0.10
C 1.925449 2.387792 -0.924564 -1.094 -0.404 -1.060 -0.33
C 2.917341 1.603119 -1.493604 0.401 -1.410 -0.054 0.34
C 1.397783 -0.201692 -2.088652 -0.852 1.075 -0.112 -0.18
C 2.622082 0.408930 -2.211089 0.682 -0.202 1.812 -0.25
O 4.259018 1.749030 -1.304748 -0.013 0.356 -0.911 -0.67
H -0.234580 2.380022 -0.754523 0.107 0.462 0.341 0.19
H 1.913468 3.458736 -0.776994 0.880 -0.052 0.643 0.24
H -1.766336 0.931963 -1.491076 -0.194 -0.233 0.969 0.21
H -1.300939 -0.857554 -1.411472 -0.506 -0.123 0.108 0.21
H 1.137833 -1.139040 -2.563747 0.331 -0.120 -0.045 0.22
H 4.431434 2.122432 -0.452104 0.133 0.638 0.629 0.49
H 3.509581 -0.140243 -2.504072 -0.158 0.054 -0.464 0.24
H -1.273267 0.193527 -2.848156 0.468 -0.596 -0.032 0.24
```
Positions in Å, forces in eV/Å.

Computed properties:
HOMO level: -10.99 eV
Lowest unoccupied orbital energy: -3.34 eV
Kohn-Sham gap: 7.65 eV
Net charge: +1
E: -17172.7879 eV

Among the records above, which one has the lowest Kohn-Sham gap? C10H18N3O

Which of these has the highest E? C10H18N3O

Which value of lowest unoccupied orbital energy does entry 3 give? 0.45 eV